Computed, not measured: the ion HO2S2 with charge -1 in a non-equilibrium geometry, with ωB97M-V/def2-TZVPD.

Atoms and positions in Å:
O: 1.30 -0.76 -0.15
S: 0.04 -0.05 0.02
O: -0.98 -0.77 1.10
S: 0.35 1.87 0.18
H: -0.72 -0.29 -1.15

relative energy (zero: lowest compared OMol25 entry of this formula, charge and spin) = 0.457 eV
charge = -1
HOMO energy = -0.156 Eh
SMILES = O=[SH](=O)[S-]
DFT total energy = -947.47709 Ha

---

Computed, not measured: the molecule HP3 in a non-equilibrium geometry, with ωB97M-V/def2-TZVPD.

Atoms and positions in Å:
P: -2.73 -0.23 0.99
P: -1.31 -1.57 1.71
P: -0.36 0.36 1.37
H: 0.26 0.12 -0.07

relative energy (zero: lowest compared OMol25 entry of this formula, charge and spin) = 0.301 eV
HOMO energy = -0.328 Eh
DFT total energy = -1024.60289 Ha

---

Computed, not measured: the molecule HPS5 in a non-equilibrium geometry, with ωB97M-V/def2-TZVPD.

Atoms and positions in Å:
P: -0.95 0.63 1.47
S: -0.23 1.84 -1.37
S: 0.70 -0.67 1.39
S: -0.25 0.13 -2.33
S: 0.19 -2.14 0.01
S: 1.13 -1.41 -1.62
H: -0.60 1.62 2.44

relative energy (zero: lowest compared OMol25 entry of this formula, charge and spin) = 2.036 eV
HOMO energy (spin up / spin down) = -0.325 / -0.296 Eh
DFT total energy = -2332.85109 Ha

---

Computed, not measured: the molecule HPS5 in a non-equilibrium geometry, with ωB97M-V/def2-TZVPD.

Atoms and positions in Å:
S: -1.04 -1.31 -2.26
P: -0.12 -0.35 -0.88
S: -1.10 1.32 -0.03
S: 0.27 1.45 1.57
S: 0.20 -0.35 2.35
S: 0.94 -1.36 0.63
H: 0.84 0.59 -1.38

relative energy (zero: lowest compared OMol25 entry of this formula, charge and spin) = 0.118 eV
HOMO energy = -0.340 Eh
SMILES = S=[PH]1SSSS1
DFT total energy = -2332.92156 Ha

---

Computed, not measured: a structure of composition HfI in a non-equilibrium geometry, with ωB97M-V/def2-TZVPD.

Atoms and positions in Å:
Hf: 0.90 0.39 -1.56
I: -0.90 -0.39 1.56

relative energy (zero: lowest compared OMol25 entry of this formula, charge and spin) = 3.738 eV
charge = +3
HOMO energy = -0.898 Eh
DFT total energy = -343.95610 Ha

---

Computed, not measured: a structure of composition HgI in a non-equilibrium geometry, with ωB97M-V/def2-TZVPD.

Atoms and positions in Å:
Hg: 1.41 0.29 0.14
I: -1.41 -0.29 -0.14

relative energy (zero: lowest compared OMol25 entry of this formula, charge and spin) = 0.400 eV
charge = +1
HOMO energy = -0.562 Eh
DFT total energy = -450.78452 Ha

---

Computed, not measured: the molecule I4Si in a non-equilibrium geometry, with ωB97M-V/def2-TZVPD.

Atoms and positions in Å:
I: -1.57 -1.31 1.29
Si: -0.04 0.02 -0.10
I: -1.40 1.80 -1.00
I: 1.77 1.10 1.26
I: 1.23 -1.61 -1.44

relative energy (zero: lowest compared OMol25 entry of this formula, charge and spin) = 0.087 eV
HOMO energy = -0.355 Eh
SMILES = I[Si](I)(I)I
DFT total energy = -1480.41661 Ha

---

Computed, not measured: a structure of composition I4Ti2 in a non-equilibrium geometry, with ωB97M-V/def2-TZVPD.

Atoms and positions in Å:
Ti: -0.26 2.52 1.50
Ti: -0.22 -1.34 0.28
I: -1.67 2.30 -1.42
I: -2.14 -2.46 -1.49
I: 2.31 2.20 0.87
I: 1.97 -3.22 0.26

2S+1 = 7
charge = -2
HOMO energy (spin up / spin down) = 0.012 / -0.094 Eh
DFT total energy = -2889.78144 Ha

---

Computed, not measured: a structure of composition ILiN4O12 in a non-equilibrium geometry, with ωB97M-V/def2-TZVPD.

Atoms and positions in Å:
Li: -15.35 17.31 -1.66
N: -16.64 18.84 -4.56
O: -15.74 18.33 -5.25
O: -17.76 19.28 -5.07
O: -16.51 18.69 -3.33
N: -13.10 19.94 -0.93
O: -12.08 20.37 -1.42
O: -13.80 19.01 -1.44
O: -13.40 20.13 0.25
N: -16.21 18.27 0.95
O: -16.75 18.36 -0.21
O: -15.55 17.37 1.24
O: -16.36 19.16 1.74
N: -13.04 15.62 -2.65
O: -13.62 15.42 -1.56
O: -13.31 16.70 -3.14
O: -12.04 14.95 -2.98
I: -17.53 15.54 -2.13

2S+1 = 2
charge = -3
HOMO energy (spin up / spin down) = 0.035 / 0.035 Eh
DFT total energy = -1426.64599 Ha

---

Computed, not measured: a structure of composition IMn in a non-equilibrium geometry, with ωB97M-V/def2-TZVPD.

Atoms and positions in Å:
Mn: -6.38 24.55 9.89
I: -3.03 22.45 8.82

2S+1 = 6
relative energy (zero: lowest compared OMol25 entry of this formula, charge and spin) = 3.366 eV
charge = +1
HOMO energy (spin up / spin down) = -0.504 / -0.488 Eh
DFT total energy = -1448.26208 Ha

---

Computed, not measured: a structure of composition MgN6O18 in a non-equilibrium geometry, with ωB97M-V/def2-TZVPD.

Atoms and positions in Å:
Mg: 10.15 17.03 6.98
N: 10.96 20.04 6.75
O: 11.26 20.44 5.68
O: 10.98 18.90 7.14
O: 10.76 20.97 7.52
N: 7.13 17.87 7.97
O: 8.19 17.88 7.34
O: 6.65 16.81 8.30
O: 6.50 18.85 8.28
N: 8.48 14.17 6.45
O: 8.03 13.65 7.40
O: 8.35 13.63 5.36
O: 9.11 15.23 6.56
N: 9.74 16.87 3.89
O: 10.45 16.16 3.26
O: 10.16 17.22 4.96
O: 8.65 17.25 3.48
N: 9.97 16.39 10.16
O: 9.53 15.26 10.24
O: 10.05 17.00 11.22
O: 10.21 16.88 9.00
N: 12.72 15.19 7.07
O: 11.93 16.08 6.99
O: 13.87 15.19 6.51
O: 12.30 14.18 7.59

relative energy (zero: lowest compared OMol25 entry of this formula, charge and spin) = 2.119 eV
charge = -4
HOMO energy = 0.109 Eh
DFT total energy = -1882.16542 Ha

---

Computed, not measured: a cluster of 2 separate species, N2O2S in total in a non-equilibrium geometry, with ωB97M-V/def2-TZVPD.

Atoms and positions in Å:
N: -1.97 -0.24 0.41
N: -1.37 -0.53 -0.46
O: 0.81 1.47 0.04
O: 1.21 -0.91 0.46
S: 1.32 0.21 -0.44

relative energy (zero: lowest compared OMol25 entry of this formula, charge and spin) = 0.060 eV
HOMO energy = -0.442 Eh
DFT total energy = -658.20677 Ha